[1]
Molecular formula: C2H10N3
Method: DFT, wB97M-V/def2-TZVPD

Properties
- LUMO energy (spin up / spin down) (eV) = 1.06 / 1.04
- electronic energy (Eh) = -246.3784
- energy relative to the best compared isomer or geometry (same formula, charge and spin) (kcal per mole) = 2.5
- <S²> = 0.753
- spin multiplicity = 2
- gap between HOMO and LUMO (spin up / spin down) (eV) = 5.687 / 9.666

Each line ends with the natural charge from an NBO analysis.
CARTESIAN COORDINATES (ANGSTROEM)
N 0.35598 -0.79053 0.11116  -0.88
N -1.53832 1.38613 -0.58143  -0.86
N 2.15537 -0.53871 1.69584  -0.85
C 1.69946 -0.71757 0.40058  0.04
C -2.20106 0.42190 -1.45263  -0.42
H -3.12668 0.85791 -1.84254  0.18
H 0.16119 -1.29171 -0.73246  0.37
H -0.36258 -0.12886 0.38634  0.40
H 3.09277 -0.30810 1.95470  0.39
H 2.40319 -0.72560 -0.41829  0.15
H -1.60435 0.06913 -2.28101  0.20
H -2.20980 1.95836 -0.09348  0.36
H -0.87071 2.00151 -1.01990  0.37
H -2.55283 -0.42798 -0.86225  0.19
H 1.55252 -0.81404 2.45208  0.37

=====

[2]
Molecular formula: C5H12N2
Method: DFT, wB97M-V/def2-TZVPD

Properties
- LUMO energy (eV) = 0.90
- SMILES = C/N=C(\C)[C@@H](C)N
- electronic energy (Eh) = -307.1370
- energy relative to the best compared isomer or geometry (same formula, charge and spin) (kcal per mole) = 57.9
- gap between HOMO and LUMO (eV) = 8.868

Each line ends with the natural charge from an NBO analysis.
CARTESIAN COORDINATES (ANGSTROEM)
N 2.08697 1.05469 -0.17844  -0.84
N -1.11668 0.62422 0.71720  -0.45
C 1.06950 0.30209 0.50507  -0.14
C -2.53678 0.39066 0.53072  -0.45
C 1.53882 -1.06296 1.00634  -0.62
C -0.49758 -0.19004 -1.57309  -0.71
C -0.25333 0.22804 -0.16222  0.31
H 0.75470 -1.56746 1.56980  0.22
H 2.40259 -0.94553 1.66148  0.21
H 0.44775 -0.36469 -2.08326  0.23
H -2.88594 0.83365 -0.40689  0.19
H -3.07393 0.84781 1.36044  0.21
H 1.83511 -1.70524 0.16749  0.19
H -2.78168 -0.67673 0.50127  0.19
H -1.07102 0.56410 -2.11686  0.23
H 3.00046 0.61629 -0.25969  0.36
H 0.29476 0.79472 1.46234  0.26
H 1.88213 1.36146 -1.12045  0.36
H -1.09586 -1.10507 -1.58124  0.24

=====

[3]
Molecular formula: C9H12N2O
Method: DFT, wB97M-V/def2-TZVPD

Properties
- LUMO energy (eV) = 0.83
- SMILES = c1cncc(O[C@@H]2CCNC2)c1
- electronic energy (Eh) = -534.8015
- energy relative to the best compared isomer or geometry (same formula, charge and spin) (kcal per mole) = 68.9
- gap between HOMO and LUMO (eV) = 9.328

Each line ends with the natural charge from an NBO analysis.
CARTESIAN COORDINATES (ANGSTROEM)
O -0.94209 -0.66817 1.17501  -0.48
N 0.26740 2.61763 2.03125  -0.40
N 0.40616 -1.89687 -2.03284  -0.64
C 1.53351 -2.16117 -1.06013  -0.23
C 0.02837 1.31404 1.96285  -0.02
C 1.25015 -1.45866 0.26850  -0.47
C -1.10934 2.86748 0.20398  -0.25
C -0.25831 -1.25939 0.16594  0.11
C -0.71620 0.72345 1.05549  0.21
C -0.43268 -0.88837 -1.44813  -0.24
C -1.23231 1.50122 0.07881  -0.22
C -0.35459 3.42244 1.24563  0.04
H -0.03115 0.06358 -1.62283  0.18
H 1.42999 -2.17083 1.11390  0.23
H 0.55890 0.83130 2.73613  0.21
H -2.08319 1.20472 -0.64309  0.23
H -0.67086 -2.34643 0.19967  0.16
H 2.52510 -2.05180 -1.53124  0.20
H -1.69366 3.27160 -0.61870  0.22
H 1.51716 -3.25733 -0.93084  0.19
H 1.71070 -0.48546 0.35436  0.21
H -0.04830 -2.78939 -2.34816  0.37
H -0.20837 4.53422 1.38015  0.20
H -1.44635 -0.91781 -1.73570  0.20

=====

Please write out number 3 again, unchanged.
Molecular formula: C9H12N2O
Method: DFT, wB97M-V/def2-TZVPD

Properties
- LUMO energy (eV) = 0.83
- SMILES = c1cncc(O[C@@H]2CCNC2)c1
- electronic energy (Eh) = -534.8015
- energy relative to the best compared isomer or geometry (same formula, charge and spin) (kcal per mole) = 68.9
- gap between HOMO and LUMO (eV) = 9.328

Each line ends with the natural charge from an NBO analysis.
CARTESIAN COORDINATES (ANGSTROEM)
O -0.94209 -0.66817 1.17501  -0.48
N 0.26740 2.61763 2.03125  -0.40
N 0.40616 -1.89687 -2.03284  -0.64
C 1.53351 -2.16117 -1.06013  -0.23
C 0.02837 1.31404 1.96285  -0.02
C 1.25015 -1.45866 0.26850  -0.47
C -1.10934 2.86748 0.20398  -0.25
C -0.25831 -1.25939 0.16594  0.11
C -0.71620 0.72345 1.05549  0.21
C -0.43268 -0.88837 -1.44813  -0.24
C -1.23231 1.50122 0.07881  -0.22
C -0.35459 3.42244 1.24563  0.04
H -0.03115 0.06358 -1.62283  0.18
H 1.42999 -2.17083 1.11390  0.23
H 0.55890 0.83130 2.73613  0.21
H -2.08319 1.20472 -0.64309  0.23
H -0.67086 -2.34643 0.19967  0.16
H 2.52510 -2.05180 -1.53124  0.20
H -1.69366 3.27160 -0.61870  0.22
H 1.51716 -3.25733 -0.93084  0.19
H 1.71070 -0.48546 0.35436  0.21
H -0.04830 -2.78939 -2.34816  0.37
H -0.20837 4.53422 1.38015  0.20
H -1.44635 -0.91781 -1.73570  0.20

=====

- Which of these has the highest energy relative to the best compared isomer or geometry (same formula, charge and spin)?
  C9H12N2O

=====

- Which value of electronic energy does entry 3 give?
  -534.8015 Eh

=====

- Among the records above, which one has the lowest electronic energy?
  C9H12N2O